(P)
The following is a DFT calculation (ωB97M-V with the def2-TZVPD basis set) of a 2-piece molecular cluster, C3H7O2S overall.

Element x y z (Å)
C (-0.19426, 0.69985, -0.91407)
S (0.14960, -0.62218, -2.11916)
C (0.89396, -1.83166, -0.94996)
H (0.71520, 1.03722, -0.44194)
H (-0.95430, 0.34824, -0.24379)
H (-0.55783, 1.54659, -1.50428)
H (1.11694, -1.25777, -0.06589)
H (0.24558, -2.68508, -0.81143)
H (1.88326, -2.09685, -1.33216)
O (-0.04066, -0.19099, 1.95162)
C (-0.52578, 0.82591, 2.49889)
O (-0.40157, 2.02450, 2.18168)
H (-1.18981, 0.59660, 3.38316)

Multiplicity: 1
Total charge: -1
Orbital gap, eV: 7.53
HOMO level, eV: -4.16

(Q)
The following is a DFT calculation (ωB97M-V with the def2-TZVPD basis set) of a 2-piece molecular cluster, C3H7O2S overall.

Element x y z (Å)
O (-1.08695, 0.80952, -2.21386)
C (-0.32899, 0.16536, -1.52504)
C (0.93568, 0.71346, -0.90570)
C (0.85978, 0.39180, 0.60456)
S (1.23239, -1.33575, 0.96940)
H (-0.52881, -0.86529, -1.18484)
H (0.89539, 1.79279, -1.10167)
H (1.80434, 0.17970, -1.28452)
H (-0.12815, 0.65795, 0.96262)
H (1.52040, 1.12002, 1.09134)
H (-1.12243, -1.65215, 1.78260)
H (-2.00043, -0.57635, 1.15039)
O (-2.05223, -1.40106, 1.65471)

Multiplicity: 1
Total charge: -1
Orbital gap, eV: 7.08
HOMO level, eV: -3.07

(R)
The following is a DFT calculation (ωB97M-V with the def2-TZVPD basis set) of a 2-piece molecular cluster, C3H7O2S overall.

Element x y z (Å)
C (-0.33488, -0.03619, 1.54958)
S (-1.83396, 0.81909, 1.08029)
C (-1.25960, 1.76967, -0.41984)
H (-0.39283, -0.76001, 2.35909)
H (-0.01021, -0.69093, 0.61815)
H (0.36421, 0.78170, 1.87358)
H (-0.17556, 1.89365, -0.72083)
H (-1.65988, 2.85945, -0.41238)
H (-2.04722, 1.48738, -1.20854)
O (2.54443, -1.81596, -1.91434)
C (1.57508, -1.41538, -1.26292)
O (1.56941, -0.53775, -0.25851)
H (0.47058, -1.75573, -1.61185)

Multiplicity: 1
Total charge: -1
Orbital gap, eV: 7.34
HOMO level, eV: -4.03

Most stable = (P)